Entry 1:
The following is a quantum chemistry calculation of a single C17H17ClN2O5S2 molecule, from the Open Molecules 2025 dataset.

Geometry as XYZ:
```
44
Properties=species:S:1:pos:R:3:forces:R:3
C -4.19322 -1.61230 -0.33410 -0.11 -0.17 0.29
N -3.10908 -0.94521 -1.01914 0.02 -0.08 -0.27
C -2.18609 -0.21328 -0.36180 -0.36 -0.05 0.38
O -1.24398 0.32792 -0.90474 0.20 0.09 -0.25
C -2.37339 -0.08692 1.15788 0.24 0.02 -0.03
N -1.17286 0.50875 1.69324 -0.54 -0.50 -0.13
C -1.10857 1.84757 1.96516 0.46 0.12 0.21
O -2.02803 2.61273 1.97952 -0.19 0.15 -0.07
S 0.57758 2.27469 2.35625 0.07 0.24 0.03
C 1.14168 0.64462 2.03955 0.83 0.09 0.10
C 2.38993 0.13500 2.07580 -1.07 -0.11 -0.17
C 3.64823 0.75161 2.40186 0.58 0.29 0.15
C 3.77663 2.07981 2.82454 -0.07 -0.29 -0.10
C 5.01321 2.61180 3.12377 0.20 0.03 0.03
C 6.14980 1.82289 3.00465 -0.36 -0.15 -0.08
Cl 7.69407 2.48752 3.37896 0.19 0.09 0.05
C 6.05123 0.50161 2.58786 0.14 0.15 0.06
C 4.81190 -0.02351 2.29285 -0.27 0.18 0.02
C 0.00760 -0.21316 1.66540 -0.02 -0.31 0.06
O 0.05311 -1.39044 1.39865 -0.10 -0.02 -0.09
C -2.89946 -1.24015 -2.43867 -0.22 0.23 0.09
C -2.85913 0.05447 -3.30185 -0.34 0.20 0.03
C -1.48329 0.25742 -3.89639 0.13 -0.70 -0.03
S -1.03027 -1.45497 -4.27195 0.34 -0.02 0.29
O 0.38253 -1.65488 -4.41693 0.20 0.16 0.24
O -1.88044 -1.96077 -5.31559 -0.52 0.05 -0.04
C -1.63972 -2.06731 -2.66883 0.27 0.35 -0.66
H -4.94309 -1.91590 -1.06136 0.01 0.05 0.04
H -3.84643 -2.50407 0.19600 -0.10 -0.03 0.02
H -4.67051 -0.93964 0.37719 -0.05 -0.06 0.01
H -3.21349 0.56881 1.39842 0.06 -0.13 -0.01
H -2.50260 -1.07118 1.61336 -0.09 0.12 -0.04
H 2.43916 -0.91566 1.80750 -0.07 -0.02 -0.01
H 2.90090 2.70044 2.92360 0.05 0.12 0.06
H 5.10204 3.63609 3.44962 0.04 0.09 0.03
H 6.94035 -0.10248 2.49840 0.08 -0.03 0.00
H 4.73434 -1.05020 1.96753 -0.02 -0.11 -0.03
H -3.76460 -1.82437 -2.75836 0.12 0.09 0.09
H -3.15370 0.90709 -2.69002 0.01 -0.03 -0.06
H -3.57696 -0.05405 -4.11537 -0.03 0.05 0.06
H -0.76485 0.62020 -3.16860 0.06 0.01 0.02
H -1.48523 0.86632 -4.79270 0.10 -0.10 -0.20
H -1.82480 -3.13462 -2.71361 0.06 -0.10 -0.17
H -0.86050 -1.84228 -1.94751 0.06 0.02 0.07
```
Positions in Å, forces in eV/Å.

Summary:
Charge: 0
Energy above the lowest of the compared OMol25 structures with the same formula, charge and spin, kcal/mol: 0.00



Entry 2:
The following is a quantum chemistry calculation of 2 unconnected molecules or ions with the total composition C4H7ClNO2, from the Open Molecules 2025 dataset.

Geometry as XYZ:
```
15
Properties=species:S:1:pos:R:3:forces:R:3
C 1.32950 -0.92295 0.07417 2.19 -1.30 -0.76
C -2.85151 -0.02585 -0.21843 0.68 -0.23 -0.77
C 3.76132 -1.57754 -0.00619 1.77 -1.26 1.36
C -2.25341 2.21832 0.12843 0.54 -0.13 2.53
N 2.37591 -1.42073 -0.14080 -1.09 0.79 -0.76
O 0.22339 -0.57331 0.16893 -2.32 1.07 0.39
O -3.19039 1.05704 0.27628 0.02 0.95 0.56
Cl -3.84328 -1.35921 -0.08153 0.69 0.66 -0.09
H -1.88359 0.00873 -0.77123 -0.59 -1.02 0.28
H 4.40728 -1.69760 -0.91998 -1.38 -0.11 0.54
H 4.19258 -0.72614 0.52608 -0.09 -0.10 0.09
H 3.83374 -2.49215 0.66152 0.68 1.00 -0.90
H -2.84851 3.09431 0.11021 -0.82 0.58 0.44
H -1.49219 2.22476 0.97056 -1.30 -0.26 -0.88
H -1.76085 2.19233 -0.77801 1.01 -0.66 -2.02
```
Positions in Å, forces in eV/Å.

Summary:
Charge: +1
Energy above the lowest of the compared OMol25 structures with the same formula, charge and spin, kcal/mol: 1.96



Entry 3:
The following is a quantum chemistry calculation of 2 unconnected molecules or ions with the total composition C25H27N3O5S, from the Open Molecules 2025 dataset.

Geometry as XYZ:
```
61
Properties=species:S:1:pos:R:3:forces:R:3
O -10.57474 2.26362 -4.61451 0.04 0.00 -0.03
C -9.47103 1.81421 -3.94771 -0.31 -0.36 0.97
C -8.21328 1.85738 -4.55259 1.77 -0.51 0.50
C -7.08561 1.38942 -3.86675 -1.27 0.66 -1.12
C -7.20681 0.88250 -2.56401 0.36 -0.13 0.08
C -6.08177 0.41329 -1.86551 0.34 -0.69 1.64
C -6.18083 -0.08020 -0.54940 0.28 0.36 -1.13
C -5.00627 -0.57193 0.22596 0.63 -0.38 0.64
N -5.17342 -1.23912 1.34723 0.31 0.23 -0.56
O -3.89759 -1.59821 1.87170 -0.19 0.57 -0.87
C -2.96108 -1.10833 1.01621 0.16 0.13 -0.17
C -1.57224 -1.21275 1.12209 0.36 -0.32 0.51
C -0.76348 -0.63715 0.14486 -0.66 -0.04 0.00
O 0.59603 -0.73853 0.22787 -0.03 -0.08 0.04
C -1.35466 0.05006 -0.91920 -1.30 0.19 -0.17
C -2.75100 0.15942 -1.00946 0.67 -0.13 0.11
C -3.56851 -0.44378 -0.03703 -0.24 0.35 -0.56
C -7.46484 -0.11478 0.03381 -1.51 0.39 -0.27
C -8.59541 0.33704 -0.65650 1.42 -0.78 1.40
C -8.47726 0.84284 -1.95410 -0.39 0.21 -0.36
C -9.60040 1.30663 -2.65518 -0.47 0.61 -1.28
H -10.32690 2.56354 -5.50281 -0.03 -0.13 0.38
H -8.10140 2.25037 -5.55718 -0.03 0.00 0.00
H -6.11449 1.42223 -4.35123 -0.09 -0.01 0.08
H -5.13155 0.42471 -2.37861 0.07 0.00 0.03
H -1.12483 -1.74057 1.95609 0.01 0.03 -0.06
H 0.99486 -0.37701 -0.57932 -0.23 -0.10 0.31
H -0.73715 0.51512 -1.68012 -0.01 -0.01 0.04
H -3.16748 0.72629 -1.83325 0.01 -0.09 0.10
H -7.59508 -0.49528 1.04369 0.16 0.05 -0.17
H -9.56718 0.29730 -0.17426 0.11 0.01 -0.07
H -10.58623 1.27885 -2.20371 0.09 -0.01 0.01
C 8.83194 2.35675 0.37297 -0.31 -0.46 -0.29
N 7.89534 1.35305 0.87546 0.08 0.25 1.16
C 7.06889 0.63271 0.10717 -0.31 0.55 -1.17
O 7.06143 0.75859 -1.11460 -0.17 -0.30 0.36
C 6.09714 -0.35046 0.80560 -0.08 -0.09 0.10
C 4.90442 -0.73511 -0.09225 0.43 -0.25 0.24
C 4.08551 -1.92393 0.43015 0.16 0.38 -0.01
S 4.94382 -3.52324 0.37490 0.04 -0.05 0.05
C 5.43140 -3.72838 2.10867 -0.12 0.33 -0.01
N 5.59273 0.11123 2.11378 -0.49 -0.05 -1.22
C 6.28986 0.12208 3.24773 0.58 0.00 1.11
C 5.55364 0.55168 4.49375 0.01 -0.07 -0.07
O 7.47336 -0.17946 3.30415 0.32 -0.16 -0.23
H 9.16999 2.99691 1.18882 -0.13 -0.18 0.00
H 9.69371 1.86272 -0.07922 0.04 0.14 -0.05
H 8.34359 2.96963 -0.38787 0.06 -0.10 0.07
H 7.91796 1.12371 1.86283 0.18 -0.03 -0.20
H 6.68418 -1.25326 0.97511 0.10 -0.13 0.13
H 5.26657 -1.00394 -1.08524 0.15 0.31 0.09
H 4.24677 0.12884 -0.19566 -0.07 0.15 -0.10
H 3.20332 -2.01348 -0.20416 -0.03 -0.13 0.10
H 3.73889 -1.72807 1.44453 -0.11 -0.21 0.08
H 4.54292 -3.74312 2.73994 0.05 -0.05 0.03
H 5.96705 -4.67116 2.22271 -0.07 0.07 -0.15
H 6.08258 -2.90949 2.41326 0.05 -0.08 0.10
H 4.62987 0.40163 2.16073 -0.02 0.03 -0.10
H 4.72901 -0.13344 4.67961 -0.17 0.07 0.09
H 5.17334 1.56291 4.36227 -0.15 0.04 0.08
H 6.24237 0.52694 5.33776 -0.08 0.00 -0.16
```
Positions in Å, forces in eV/Å.

Summary:
Charge: 0
Energy above the lowest of the compared OMol25 structures with the same formula, charge and spin, kcal/mol: 50.85



Entry 4:
The following is a quantum chemistry calculation of a molecular structure, C15H15N3OS, from the Open Molecules 2025 dataset.

Geometry as XYZ:
```
35
Properties=species:S:1:pos:R:3:forces:R:3
C 3.62058 3.53305 1.54981 -2.45 -4.81 -10.73
C 3.85431 2.23317 1.21871 -1.77 3.83 -0.69
C 3.49996 1.67928 -0.10354 -7.20 -0.76 0.56
N 2.54603 0.40773 0.10438 -0.30 -1.28 -0.25
C 2.88766 -0.99988 -0.27248 -7.60 5.65 6.08
S 4.27768 -1.34663 -0.66814 6.74 -2.62 -2.87
N 1.89238 -1.94924 0.38566 3.84 3.05 -2.76
N 0.62316 -1.53905 0.37306 -3.14 -0.34 6.41
C -0.30859 -1.17685 -0.57416 0.02 0.18 5.66
O 0.12877 -1.05676 -1.63032 0.25 0.88 -6.63
C -1.69958 -0.85684 0.06870 4.22 -8.10 0.76
C -2.28764 -1.96978 0.70817 6.82 -5.42 0.27
C -3.46957 -2.15516 1.18829 -4.60 9.28 -0.97
C -4.22381 -0.77527 1.07690 2.19 -4.01 -2.91
C -3.73721 0.17883 0.13696 -4.30 -2.01 6.42
C -4.56434 1.31405 0.11196 1.07 1.79 -3.01
C -3.94616 2.19889 -0.71873 -8.22 5.79 2.30
C -2.71651 2.21481 -1.20311 4.90 3.52 -3.80
C -1.80274 1.27637 -1.09382 -6.74 -3.03 5.59
C -2.43620 0.14917 -0.13611 2.78 7.25 -6.63
H -0.96009 1.09376 -1.53398 4.95 -0.44 -2.30
H -2.40690 3.17067 -1.73051 -0.53 -1.26 0.26
H -4.58100 3.35294 -0.92566 1.83 -3.66 0.65
H -5.55928 1.45689 0.55891 0.75 -0.36 -0.34
H -5.25562 -0.61157 1.17665 -1.36 -0.45 1.27
H -3.81180 -2.76368 1.87549 -1.45 -3.68 2.73
H -1.60150 -3.14680 1.00738 -1.38 3.91 -1.45
H 0.37476 -1.58763 1.40906 -0.70 0.39 -2.27
H 2.10512 -2.74211 -0.12692 -0.20 -2.59 -1.10
H 1.60256 0.57006 0.57758 2.02 -0.28 -1.10
H 4.25823 1.32606 -0.61748 3.90 -1.73 -2.48
H 2.80982 2.27424 -0.86850 1.84 -0.35 2.03
H 4.12619 1.61160 1.99362 1.03 -1.72 1.23
H 3.83567 3.84103 2.38392 2.08 3.66 8.73
H 3.14960 4.14574 0.72665 0.72 -0.27 1.34
```
Positions in Å, forces in eV/Å.

Summary:
Charge: 0
Energy above the lowest of the compared OMol25 structures with the same formula, charge and spin, kcal/mol: 284.19



For reference, HOMO by record: -8.680, -13.418, -8.111, -8.403 eV.
For reference, strongest force on any atom by record: 0.0212, 0.0517, 0.0416, 0.2336 hartree/bohr.